Molecular formula: C38H51BCl2CrN8O2S3
Method: DFT, ωB97M-V/def2-TZVPD

Structure (XYZ):
```
106
Properties=species:S:1:pos:R:3:forces:R:3
Cr 2.240 1.500 0.788 -0.2 0.1 -0.2
Cl 1.544 3.209 3.974 0.0 0.0 0.0
Cl 3.952 5.297 -0.420 0.0 0.0 0.0
S 2.368 -0.931 -0.874 -0.1 0.0 0.0
S -0.027 2.337 0.736 0.0 0.2 0.1
S 1.972 -0.226 2.588 0.0 -0.1 -0.1
O 5.917 1.902 -1.415 0.0 0.0 0.0
O 4.213 1.208 -0.199 0.0 0.0 0.0
N 2.740 3.128 1.190 0.5 -0.3 0.4
N -1.931 -0.286 2.100 0.0 0.1 0.1
N -0.641 -2.962 0.635 0.0 -0.1 0.1
N -0.865 -0.638 -1.734 0.0 0.0 0.0
N -0.675 0.114 -0.594 -0.1 0.1 -0.1
N 4.611 2.338 -3.598 0.0 0.0 0.0
N -0.592 -0.334 1.952 -0.4 -0.1 -0.2
N 0.235 -2.019 0.246 0.2 0.1 0.0
C -1.249 3.634 -1.816 0.0 0.0 0.0
C 2.487 2.420 -2.399 0.0 0.0 0.0
C -1.446 -5.238 0.661 0.0 0.0 0.0
C 0.310 -0.243 2.933 0.1 0.0 0.3
C -2.510 -4.642 1.581 0.0 0.0 0.0
C -4.612 -0.146 2.101 0.0 0.0 0.0
C -1.493 -0.961 -4.000 0.0 0.0 0.0
C 2.335 4.521 3.143 0.0 0.0 0.1
C -4.380 -1.256 4.325 0.0 0.0 0.0
C -2.685 -1.875 -3.692 0.0 0.0 0.0
C -2.408 -0.149 3.300 0.0 0.0 0.0
C 3.072 6.805 3.170 0.0 0.0 0.0
C 3.514 6.657 1.861 0.0 0.0 0.1
C -1.283 -0.029 -2.808 0.0 0.0 0.0
C -0.194 -0.152 4.273 0.0 0.0 -0.1
C -3.917 -0.077 3.459 0.0 0.0 0.0
C 3.978 3.654 -3.808 0.0 0.0 0.0
C -1.528 1.356 -2.852 0.0 0.0 -0.1
C -2.121 -5.796 -0.599 0.0 0.0 0.0
C 1.567 -3.558 -0.963 0.0 0.0 0.0
C 2.801 4.297 1.826 -0.2 0.2 -0.3
C -0.713 -6.364 1.400 0.0 0.0 0.0
C -1.774 -0.187 -5.288 0.0 0.0 0.0
C 2.758 -3.854 -1.810 0.0 0.0 0.0
C 2.491 3.426 -3.556 0.0 0.0 0.0
C -4.273 1.247 4.147 0.0 0.0 0.0
C -0.235 -1.816 -4.201 0.0 0.0 0.0
C -0.442 -4.179 0.241 0.0 0.0 0.0
C 4.650 1.584 -1.269 0.0 0.0 0.1
C 1.334 -2.208 -0.515 0.1 -0.1 0.0
C -1.541 -0.090 4.426 0.0 0.0 0.0
C 0.754 -0.100 5.423 0.0 0.0 0.0
C 3.825 1.661 -2.553 0.0 0.0 0.0
C 0.676 -4.504 -0.585 0.0 0.0 0.0
C 3.379 5.444 1.224 0.0 -0.1 0.0
C -0.708 1.514 -0.612 -0.1 -0.2 0.0
C -1.188 2.139 -1.752 0.0 0.0 0.1
C 2.479 5.725 3.804 0.0 -0.1 0.0
B -0.243 -0.634 0.527 0.2 0.0 -0.1
H 3.181 7.750 3.683 0.0 0.0 0.0
H -3.226 -5.420 1.852 0.0 0.0 0.0
H -5.357 1.331 4.243 0.0 0.0 0.0
H -3.596 -1.293 -3.534 0.0 0.0 0.0
H -2.067 -4.243 2.495 0.0 0.0 0.0
H -2.710 0.371 -5.232 0.0 0.0 0.0
H 0.212 -0.019 6.364 0.0 0.0 0.0
H -0.185 -5.977 2.274 0.0 0.0 0.0
H -1.887 1.825 -3.757 0.0 0.0 0.0
H -3.915 2.097 3.564 0.0 0.0 0.0
H -0.967 0.512 -5.521 0.0 0.0 0.0
H 2.022 2.998 -4.446 0.0 0.0 0.0
H 3.673 -3.621 -1.262 0.0 0.0 0.0
H 0.626 -1.191 -4.449 0.0 0.0 0.0
H 4.387 4.358 -3.081 0.0 0.0 0.0
H -4.126 -2.208 3.854 0.0 0.0 0.0
H -0.289 4.066 -1.525 0.0 0.0 0.0
H 0.813 -5.530 -0.904 0.0 0.0 0.0
H -1.508 3.966 -2.821 0.0 0.0 0.0
H 2.449 2.943 -1.444 0.0 0.1 0.1
H 3.652 0.618 -2.829 0.0 0.0 0.0
H -5.693 -0.115 2.252 0.0 0.0 0.0
H 0.012 -6.872 0.761 0.0 0.0 0.0
H -3.046 -3.827 1.093 0.0 0.0 0.0
H 1.380 -0.994 5.442 0.0 0.0 0.0
H 4.216 4.027 -4.803 0.0 0.0 0.0
H 0.005 -2.375 -3.297 0.0 0.0 0.0
H 4.583 1.801 -4.454 0.0 0.0 0.0
H -2.853 -6.557 -0.323 0.0 0.0 0.0
H 2.770 -4.901 -2.111 0.0 0.0 0.0
H -0.395 -2.521 -5.020 0.0 0.0 0.0
H -5.463 -1.218 4.452 0.0 0.0 0.0
H -1.965 0.011 5.418 0.0 0.0 0.0
H 1.435 0.746 5.319 0.0 0.0 0.0
H -4.325 0.692 1.465 0.0 0.0 0.0
H -1.431 -7.111 1.741 0.0 0.0 0.0
H -1.986 4.030 -1.115 0.0 0.0 0.0
H 1.639 1.735 -2.440 0.0 0.0 0.0
H -1.401 -6.258 -1.277 0.0 0.0 0.0
H 2.760 -3.217 -2.696 0.0 0.0 0.0
H 1.960 4.344 -3.303 0.0 0.0 0.0
H 3.973 7.479 1.329 0.0 0.0 0.0
H -3.846 1.317 5.149 0.0 0.0 0.0
H -2.858 -2.562 -4.524 0.0 0.0 0.0
H 5.989 2.189 -2.358 0.0 0.0 0.0
H 2.109 5.806 4.818 0.0 0.0 0.0
H -1.859 -0.889 -6.120 0.0 0.0 0.0
H -4.359 -1.064 1.570 0.0 0.0 0.0
H -2.640 -5.004 -1.143 0.0 0.0 0.0
H -2.492 -2.457 -2.789 0.0 0.0 0.0
H -3.928 -1.235 5.319 0.0 0.0 0.0
```
Positions in Å, forces in eV/Å.

The calculation puts the orbital gap (spin up / spin down) at 5.66 / 6.39 eV. The LUMO energy (spin up / spin down) is -0.293 / -0.425 eV. The energy relative to the best compared isomer or geometry (same formula, charge and spin) is 42.8 kcal/mol. The multiplicity is 5. The calculation puts the total energy at -5251.50567 hartree. The net charge is 0. The expectation value of S² is 6.3598.